Record 1
Here is a molecular structure, C22H26InN2 from OMol25. Energies are from ωB97M-V with the def2-TZVPD basis set.

ORCA input file:
```
! wB97M-V def2-TZVPD RIJCOSX def2/J DEFGRID3
* xyz 1 1
In 0.82 -0.15 -0.85
C 1.89 1.81 0.37
C 1.06 1.62 1.47
C 1.51 0.46 2.14
C 2.65 -0.10 1.46
C 2.92 0.68 0.37
C 4.11 0.68 -0.54
C 3.39 -1.30 1.95
C 0.94 -0.08 3.40
C -0.08 2.48 1.93
C 2.00 3.00 -0.53
H 4.74 1.54 -0.32
H 3.84 0.74 -1.59
H 4.71 -0.22 -0.39
H 3.73 -1.16 2.98
H 4.27 -1.52 1.34
H 2.75 -2.19 1.94
H 1.57 0.23 4.24
H 0.95 -1.18 3.39
H -0.06 0.28 3.58
H 0.12 2.88 2.92
H -1.00 1.90 1.99
H -0.25 3.32 1.26
H 2.89 3.58 -0.25
H 1.14 3.66 -0.43
H 2.11 2.73 -1.57
C -2.34 0.68 -0.13
N -1.26 -0.33 -0.07
C -1.58 -1.58 0.01
C -0.58 -2.57 -0.02
C -0.64 -3.96 0.07
C 0.69 -4.41 0.03
C 1.49 -3.29 -0.10
N 0.73 -2.16 -0.11
C -3.13 0.64 -1.42
C -4.51 0.57 -1.39
C -5.25 0.56 -2.57
C -4.60 0.60 -3.79
C -3.21 0.67 -3.83
C -2.48 0.69 -2.66
H -1.87 1.66 -0.02
H -3.01 0.54 0.71
H -2.63 -1.89 0.10
H -1.54 -4.55 0.16
H 1.03 -5.43 0.06
H 2.57 -3.24 -0.17
H -5.02 0.52 -0.43
H -6.33 0.51 -2.53
H -5.17 0.60 -4.71
H -2.70 0.70 -4.79
H -1.40 0.75 -2.70
*
```

Computed properties:
- Calculated total energy: -31382.9281 eV
- Molar mass: 433.28 g/mol

These are the Löwdin partial charges, in e, on atoms 1 to 5: atom 1 (In): 1.15, atom 2 (C): -0.28, atom 3 (C): -0.25, atom 4 (C): -0.16, atom 5 (C): -0.25



Record 2
Here is a molecular structure, C22H26MoN3S2 from OMol25. Energies are from ωB97M-V with the def2-TZVPD basis set.

ORCA input file:
```
! wB97M-V def2-TZVPD RIJCOSX def2/J DEFGRID3
* xyz -1 1
Mo -1.02 0.88 1.41
C -3.17 0.22 -0.60
C -3.10 0.80 0.68
C -3.00 -0.29 1.62
C -3.13 -1.50 0.91
C -3.23 -1.18 -0.45
C -3.23 -2.14 -1.60
C -3.08 -2.86 1.51
C -2.88 -0.06 3.10
C -2.92 2.20 1.12
C -3.06 0.94 -1.91
H -4.00 -1.90 -2.34
H -3.41 -3.16 -1.27
H -2.27 -2.13 -2.14
H -3.41 -2.86 2.55
H -2.07 -3.29 1.50
H -3.72 -3.56 0.97
H -2.97 -0.99 3.66
H -3.61 0.65 3.48
H -1.88 0.34 3.41
H -3.59 2.49 1.94
H -3.02 2.92 0.31
H -1.85 2.52 1.59
H -3.76 0.55 -2.64
H -2.05 0.83 -2.32
H -3.24 2.01 -1.79
S 3.81 2.86 0.45
C 3.67 1.81 -0.90
C 4.61 1.88 -1.95
C 4.57 1.05 -3.05
C 5.59 1.19 -4.06
N 6.40 1.31 -4.86
C 3.56 0.08 -3.18
C 2.62 0.00 -2.16
C 2.65 0.82 -1.05
S 0.19 1.61 -0.27
C 3.48 -0.80 -4.31
N 3.41 -1.50 -5.21
H 5.40 2.61 -1.87
H 1.82 -0.73 -2.24
C 0.73 -1.20 1.26
C 1.74 -0.03 1.18
C 3.14 -0.62 1.31
C 1.50 0.91 2.38
N 1.60 0.64 -0.10
H 0.76 -1.68 2.24
H 0.97 -1.94 0.50
H -0.35 -0.98 1.03
H 3.21 -1.18 2.24
H 3.88 0.18 1.32
H 3.35 -1.29 0.48
H 1.75 0.40 3.31
H 0.49 1.38 2.59
H 2.14 1.79 2.25
*
```

Computed properties:
- Molar mass: 492.54 g/mol
- ΔE to the lowest compared entry with this formula, charge and spin: 148.0 kcal per mole

These are the Löwdin partial charges, in e, on atoms 1 to 5: atom 1 (Mo): 0.76, atom 2 (C): -0.24, atom 3 (C): -0.40, atom 4 (C): -0.37, atom 5 (C): -0.24



Which formula does entry 1 have? C22H26InN2